# 1
Here is 6 unconnected molecules or ions with the total composition C38H39F18N4O17P2 in a non-equilibrium geometry from OMol25. Energies are from ωB97M-V with the def2-TZVPD basis set.

CARTESIAN COORDINATES (ANGSTROEM)
P: 4.4626 -0.5313 -1.2860
P: -2.6285 4.7173 -1.2118
F: -4.7302 -7.1738 -2.9495
F: -2.0385 4.3383 1.7589
F: 10.1966 2.0430 1.6544
F: -1.9828 2.2892 2.5581
F: 8.6688 3.3126 2.5042
F: -0.1688 -1.0111 11.9885
F: -1.1965 -1.2411 -5.9129
F: -4.3277 -5.0829 -2.6443
F: -3.3688 2.6574 0.9094
F: -6.7964 -4.0195 3.9285
F: -1.5495 0.8822 -6.0451
F: 0.3720 1.0763 11.9333
F: -1.6369 0.4896 12.4761
F: -6.7073 -2.1251 4.9529
F: -5.7775 -5.6929 -4.1168
F: -6.2384 -3.9511 6.0124
F: 8.3950 2.4544 0.5440
F: -0.6329 0.0507 -4.2791
O: 4.2661 -1.2780 0.1983
O: 8.8374 0.6189 3.5242
O: -3.1207 4.8320 -2.8229
O: -4.0139 -2.2904 5.2319
O: 4.3159 -1.5944 -2.3186
O: -3.8499 0.4533 -4.6146
O: 5.9232 0.2516 -1.4099
O: 1.2281 1.4636 2.5009
O: -0.7753 -0.5528 9.3534
O: -3.0249 -1.5199 -3.9240
O: -0.2983 -0.0981 1.9475
O: 7.2117 0.4445 1.9851
O: 4.4094 3.6062 -4.5054
O: -1.6733 1.4257 9.9288
O: -2.6164 -5.2453 -4.7926
O: -3.6492 -7.1324 -5.4446
O: -4.0862 -3.7976 3.5668
N: 1.8126 2.2008 -3.0901
N: -0.4396 5.3723 -6.1698
N: 2.1682 0.7668 -0.4336
N: -2.0069 6.3059 -0.7412
C: 0.3621 0.9999 1.7432
C: -5.3409 -2.2060 -4.2395
C: -0.3467 3.9828 -3.4955
C: -1.1884 3.4767 -1.0246
C: -2.0888 1.6339 8.5656
C: -2.9606 -0.3510 -4.5661
C: 0.0993 1.8241 0.4056
C: -1.2220 3.4875 -4.6072
C: -0.2318 3.2560 -2.1276
C: -6.0939 -3.3178 4.8301
C: 1.1117 1.6188 -0.7066
C: -1.0238 0.2826 10.1752
C: 0.9530 2.3139 -1.9975
C: -1.0399 2.7138 0.3022
C: -4.6219 -3.1775 4.4419
C: -4.5750 -6.0017 -3.5917
C: 8.2790 -0.5028 4.2327
C: -2.6041 -2.0821 4.9885
C: -1.5852 -0.1642 -5.2042
C: 3.7897 2.3628 -4.9800
C: 0.3465 5.8643 -5.1665
C: -1.3626 -7.7807 -5.9904
C: 2.8144 1.3353 -2.7971
C: -2.1009 2.9813 1.3909
C: -0.6149 0.2052 11.6461
C: 0.4062 5.1905 -3.8643
C: -1.1695 4.2650 -5.8474
C: -2.3803 -1.2322 3.7546
C: 8.6020 -1.8096 3.5356
C: 3.8791 1.0731 -3.9340
C: 2.9980 0.6207 -1.4986
C: -3.3026 0.7923 8.2262
C: -3.4840 -6.0594 -4.6597
C: -2.6959 -7.2811 -6.5107
C: 8.1939 0.9831 2.4108
C: 5.2348 2.8203 -5.5856
C: 8.8651 2.1994 1.7738
C: -4.2648 -1.8018 -3.2522
H: -5.0039 -3.0512 -4.8441
H: 5.2455 3.3654 -6.5650
H: 2.8767 2.4215 -5.6868
H: -4.5718 -0.9490 -2.6426
H: -6.2589 -2.4826 -3.7197
H: -3.1145 -8.0143 -7.2016
H: 6.0356 0.9064 -0.6914
H: -5.5723 -1.3948 -4.9321
H: 7.2034 -0.3702 4.3684
H: -1.0172 6.4056 -0.9873
H: 8.7306 -0.4990 5.2256
H: -2.1097 6.3385 0.2818
H: 8.2322 -2.6564 4.1143
H: 9.6811 -1.9129 3.4003
H: -1.8625 2.5786 -4.4862
H: -2.2097 -1.5601 5.8621
H: -4.1134 0.9895 8.9312
H: 6.1116 2.8515 -4.8978
H: -1.8084 3.8610 -6.6848
H: -2.3429 2.6908 8.4761
H: -0.6681 -7.9534 -6.8133
H: 1.0992 5.6306 -3.0939
H: -1.2592 1.4443 7.8810
H: -4.0705 -2.6288 -2.5699
H: -2.7288 5.6695 -3.1559
H: -2.7502 -1.7281 2.8563
H: -0.9085 -7.0635 -5.3051
H: 3.5976 0.1780 -4.5477
H: 4.0615 -0.6017 0.8801
H: -3.0792 -0.2738 8.2924
H: 4.9309 1.0597 -3.5590
H: -2.5913 -6.3435 -7.0614
H: -2.0819 -3.0394 4.9229
H: -1.4952 -8.7109 -5.4335
H: 8.1529 -1.8527 2.5421
H: -3.6496 1.0056 7.2147
H: 0.9815 6.7684 -5.3439
H: -1.3196 -1.0227 3.6140
H: -2.9216 -0.2868 3.8393

Total charge = -1
Strongest force on any atom = 4.347 eV/A
Kohn-Sham gap = 6.7679 eV


# 2
Here is a molecular structure, C38H39F3N2OPdS3Sb from OMol25. Energies are from ωB97M-V with the def2-TZVPD basis set.

CARTESIAN COORDINATES (ANGSTROEM)
Sb: -0.9592 -0.8369 -0.4529
Pd: -0.5302 1.2492 1.3148
S: 0.6090 4.9428 4.6708
S: 1.5568 0.5404 1.9609
S: -3.0585 -0.1612 5.6560
F: -2.8098 2.7705 2.1800
F: -2.0059 3.5520 0.3130
F: -3.4044 1.9013 0.3217
O: 1.9385 1.2101 3.2406
N: -0.1852 2.9984 3.2465
N: -1.4510 0.5416 3.8162
C: -1.2402 -4.3026 -0.0039
C: 1.5597 -2.5357 -2.3334
C: 1.5520 -1.0284 -2.4739
C: -1.8921 -4.9193 -2.3389
C: -0.2669 3.6863 5.4367
C: 4.0262 1.5203 1.3845
C: 5.6250 0.6199 -0.1919
C: 1.0529 4.6177 1.8773
C: 4.7104 -0.3823 -0.5015
C: -2.8500 -0.2320 -1.3590
C: 6.9664 0.6759 -0.8792
C: -2.2091 1.3094 5.8514
C: 0.9559 1.2034 -1.8227
C: -1.3203 -2.6035 -1.9032
C: -3.1553 0.7501 -2.3064
C: -2.1379 1.7296 -2.8201
C: -4.4698 0.8566 -2.7644
C: -1.4107 1.5301 4.7768
C: 1.9654 1.7340 -2.6133
C: 3.4696 -0.4389 0.1130
C: -2.1124 -4.6455 -3.6801
C: -5.1842 -0.9332 -1.3468
C: -2.2837 -0.3962 4.1207
C: 3.1286 0.5136 1.0609
C: -1.5508 -2.3506 -3.2596
C: -2.2697 2.3249 0.9647
C: -1.9295 -3.3472 -4.1479
C: 1.5218 -1.2114 2.3568
C: 0.4617 4.1061 3.1508
C: -2.6348 -1.5461 3.2315
C: 5.2641 1.5689 0.7591
C: 2.7476 0.8851 -3.3836
C: 2.5400 -0.4810 -3.2978
C: -3.8779 -1.0548 -0.8970
C: -1.4865 -3.9171 -1.4500
C: 0.6949 -0.1709 -1.7603
C: -5.4820 0.0311 -2.2977
C: -0.6112 2.7403 4.5289
H: -4.7032 1.6179 -3.5023
H: -1.4330 -1.3365 -3.6374
H: 3.7512 2.2396 2.1461
H: 2.1335 2.8052 -2.6303
H: 1.0277 -3.0284 -3.1497
H: -1.2391 1.2281 -3.1781
H: 7.3670 -0.3258 -1.0397
H: 3.1851 -1.1567 -3.8531
H: -0.4673 3.7114 6.4969
H: -2.5516 2.3176 -3.6419
H: 3.5321 1.2800 -4.0201
H: -0.5083 -3.6452 0.4657
H: 5.9650 2.3553 1.0212
H: 0.6837 -1.3212 3.0443
H: -2.0897 -3.1166 -5.1960
H: 0.3480 1.8676 -1.2270
H: -2.1590 -4.2336 0.5899
H: -2.0353 -5.9324 -1.9702
H: -2.4232 -5.4359 -4.3538
H: -3.2347 -2.2900 3.7554
H: 1.0861 -2.8635 -1.4083
H: 7.6867 1.2436 -0.2894
H: -6.4925 0.1417 -2.6738
H: -2.3629 1.9378 6.7147
H: 1.3462 -1.8078 1.4612
H: -3.6501 -1.8324 -0.1701
H: 2.4678 -1.4592 2.8373
H: -0.8786 -5.3315 0.0670
H: -1.7333 -2.0127 2.8358
H: 0.7511 5.6470 1.6806
H: 4.9692 -1.1301 -1.2438
H: -5.9589 -1.5875 -0.9625
H: 2.1436 4.5738 1.9111
H: 0.6938 3.9789 1.0726
H: -3.1975 -1.1693 2.3749
H: 2.5934 -2.8946 -2.3385
H: 6.8841 1.1572 -1.8577
H: 2.7775 -1.2234 -0.1562
H: -1.8417 2.4170 -2.0228

Energy above the lowest of the compared OMol25 structures with the same formula, charge and spin = 26.2 kcal/mol
Total charge = -1
Strongest force on any atom = 0.939 eV/A
Kohn-Sham gap = 5.2068 eV


# 3
Here is a molecular structure, C38H39F4N6O3W from OMol25. Energies are from ωB97M-V with the def2-TZVPD basis set.

CARTESIAN COORDINATES (ANGSTROEM)
W: 0.9589 1.2664 -1.7569
F: -0.1550 -0.5302 4.9125
F: 6.2257 -3.0914 -2.9020
F: 5.1487 -4.4744 -1.6305
F: 5.0817 -4.7090 -3.7853
O: -2.6041 1.8168 -2.6698
O: 0.0655 0.8082 0.1081
O: -0.7161 0.6044 -2.4602
N: 1.5933 -0.9039 -1.6943
N: -2.7642 -0.9443 5.5600
N: 1.8692 1.6862 -3.4321
N: -3.8960 0.1245 0.9495
N: -3.3129 -1.8462 8.1905
N: 0.3404 3.2832 -2.1526
C: -1.8897 1.1142 -2.0245
C: -1.5955 0.1805 1.6743
C: 3.3402 -0.0121 -4.4388
C: 3.5363 2.5849 -0.7385
C: 4.0069 2.9637 -2.1417
C: 4.2470 1.8044 -3.0737
C: -0.3922 4.2596 -1.6538
C: 5.7281 0.2302 -4.1365
C: -2.0317 -1.1148 7.8752
C: 5.0909 -3.8142 -2.7990
C: -0.0586 4.8603 -3.7883
C: 1.4305 2.7762 -4.1571
C: 1.0665 -1.8586 -2.7298
C: -5.8996 -1.3937 1.4084
C: -2.2889 -0.1834 6.7075
C: -3.3570 -0.4051 3.2553
C: -2.1918 0.6825 -0.6221
C: 0.5792 3.6091 -3.5087
C: 3.8918 -2.8937 -2.8327
C: -3.8582 -2.5722 6.9881
C: -4.0268 -1.6024 5.8272
C: -2.4278 -0.5538 4.2678
C: -5.3179 -0.0189 1.2514
C: -0.6493 0.0281 2.7072
C: 2.1638 -0.8262 -4.9071
C: -2.9530 -0.0475 1.9578
C: 3.8800 -1.9486 -1.7133
C: 2.9540 -1.1203 -1.2438
C: 1.8468 -2.0717 -4.0302
C: 4.6452 -0.4319 -4.6887
C: 5.5284 1.3234 -3.3058
C: 3.0418 -2.9548 -3.8529
C: -6.2482 -0.5560 0.2125
C: -1.1862 0.5627 0.3533
C: -1.0622 -0.3402 3.9454
C: -0.6618 5.2627 -2.6344
C: 3.1784 1.1502 -3.6955
C: -3.5121 0.5016 -0.2668
H: -3.1604 -2.5084 8.9547
H: 0.4025 0.1789 2.5112
H: -4.0087 -1.1756 8.5297
H: 6.7315 -0.1170 -4.3414
H: 1.1329 -2.6459 -4.6292
H: 3.2277 -3.6904 -4.6268
H: 1.2583 -0.2187 -4.9724
H: -1.7261 -0.5815 8.7731
H: -0.0410 5.3716 -4.7376
H: 4.8042 -1.9176 -1.1465
H: 6.3775 1.8200 -2.8530
H: -1.2213 6.1665 -2.4620
H: -3.0399 0.5677 6.9969
H: -1.2924 -1.8738 7.6243
H: 1.0253 -1.1140 -0.8686
H: 4.9464 3.5011 -2.0023
H: -4.4061 -0.5445 3.4625
H: 4.8148 -1.2960 -5.3177
H: -4.2968 0.6781 -0.9896
H: 1.8367 2.9501 -5.1471
H: 3.3143 3.6902 -2.5709
H: 0.9859 -2.8329 -2.2443
H: -3.1351 -3.3489 6.7451
H: 2.6152 1.9258 -0.6456
H: -6.6421 -1.5418 2.1794
H: -4.3396 -2.1844 4.9616
H: 2.3641 -1.1872 -5.9169
H: 3.2740 3.4625 -0.1500
H: -7.2253 -0.1002 0.1551
H: 0.0614 -1.5145 -2.9656
H: -5.6714 0.7745 1.8977
H: -0.7109 4.2583 -0.6207
H: -4.8024 -3.0287 7.2788
H: 3.1887 -0.5238 -0.3692
H: -5.2356 -2.2286 1.2285
H: -5.8454 -0.8853 -0.7349
H: -1.3768 0.3565 6.4749
H: 4.2628 1.9775 -0.1980
H: -4.8296 -0.8840 6.0521

2S+1 = 3
Energy above the lowest of the compared OMol25 structures with the same formula, charge and spin = 29.6 kcal/mol
Total charge = +3
Strongest force on any atom = 0.662 eV/A
Kohn-Sham gap (alpha / beta) = 6.4002 / 6.9800 eV


# 4
Here is a molecular structure, C38H39IrN11SSe from OMol25. Energies are from ωB97M-V with the def2-TZVPD basis set.

CARTESIAN COORDINATES (ANGSTROEM)
Ir: -0.1371 0.0148 -0.3566
Se: 2.9503 -4.7888 -5.8126
S: -2.9314 0.5927 -0.3056
N: 0.1811 4.3921 -4.8487
N: 1.6533 -3.5674 -5.8401
N: -0.3007 1.9990 -1.1996
N: 1.6882 -1.3946 -0.7823
N: -0.0910 -0.4658 -2.5890
N: -1.3319 6.2527 -1.0204
N: 3.3794 -4.4479 -4.1176
N: -4.1885 2.4377 -1.7245
N: -0.7622 -0.7643 1.7411
N: 1.4473 0.8600 1.1551
N: -2.9434 3.2386 0.0173
C: -0.9986 -0.0019 -3.4410
C: 1.7134 -1.9441 -2.0091
C: 2.5429 3.7256 0.1242
C: -3.5848 -3.1567 2.1533
C: 3.5394 -3.3803 -1.4014
C: -0.8997 5.3817 -1.6407
C: 4.7215 2.5632 0.4741
C: 2.5773 -1.8125 0.1126
C: -0.3623 3.0244 -1.7251
C: 0.7425 -1.4402 -2.9913
C: -1.9936 -1.3635 2.1910
C: -2.7416 -0.6924 3.1764
C: 2.5782 -3.5023 -3.7049
C: -1.8395 -2.7436 -0.7966
C: 2.5775 1.5617 1.2508
C: -0.2580 -3.7471 0.9437
C: -2.0292 0.5435 5.2847
C: 0.0842 -0.4864 2.6721
C: 2.6213 -2.9464 -2.3562
C: 3.2353 2.3487 0.1536
C: 3.1387 1.6447 -1.2017
C: -0.0850 4.3442 -3.7270
C: -3.9155 -1.3067 3.6176
C: -4.3343 -2.5245 3.1306
C: 3.0928 1.4960 2.6252
C: -3.3801 2.1883 -0.6844
C: 1.2313 0.3186 2.4009
C: -0.2530 -1.4507 -5.1768
C: -2.4991 0.6760 3.8327
C: -2.4198 -2.5956 1.6522
C: -0.4358 4.2697 -2.3667
C: -1.1103 -0.4606 -4.7472
C: 0.6914 -1.9587 -4.2850
C: 2.2471 0.7081 3.3278
C: -1.6717 1.7393 3.1047
C: 3.5189 -2.7988 -0.1526
C: 1.6257 -3.0165 -4.6558
C: -1.6950 -3.3898 0.5782
H: 4.2463 -4.1581 -1.6581
H: -3.2781 4.1762 -0.1433
H: -2.2361 -4.3370 0.5142
H: 3.5922 2.2828 -1.9617
H: 0.1949 -4.3627 0.1633
H: -2.5903 -0.2172 5.8253
H: -1.6734 0.7524 -3.0555
H: -1.4086 -1.7292 -0.8088
H: 0.3628 -2.8655 1.0762
H: 4.8685 3.1836 1.3573
H: 4.2126 -3.0982 0.6199
H: -4.6090 1.6417 -2.1759
H: -1.8627 -0.0443 -5.4012
H: 2.5411 -1.3506 1.0887
H: -0.0820 -0.8263 3.6914
H: 2.6871 4.2584 1.0648
H: -4.6619 3.3244 -1.8205
H: -5.2444 -2.9774 3.4994
H: -4.5147 -0.7981 4.3630
H: 5.2436 1.6161 0.6204
H: -2.4195 3.0616 0.8581
H: 2.3009 0.4167 4.3646
H: -2.8882 -2.6106 -1.0654
H: 1.4711 3.6300 -0.0430
H: 2.9803 4.3304 -0.6719
H: 5.1954 3.0745 -0.3634
H: -3.5104 1.0887 3.8767
H: -3.9078 -4.1148 1.7669
H: -0.2322 -4.3146 1.8747
H: -0.6228 1.7446 3.4060
H: -0.2978 -1.8454 -6.1832
H: -0.9686 0.2841 5.3440
H: 2.1178 1.4275 -1.5008
H: -2.0624 2.7246 3.3707
H: -2.1551 1.4914 5.8091
H: -1.3394 -3.3256 -1.5727
H: 3.9872 1.9810 2.9766
H: 3.6933 0.7047 -1.1889
H: -1.7159 1.6070 2.0244

2S+1 = 6
Energy above the lowest of the compared OMol25 structures with the same formula, charge and spin = 6.4 kcal/mol
Total charge = +2
Strongest force on any atom = 0.581 eV/A
Kohn-Sham gap (alpha / beta) = 7.5099 / 4.7614 eV


# 5
Here is a molecular structure, C38H39N3O3PReS in a non-equilibrium geometry from OMol25. Energies are from ωB97M-V with the def2-TZVPD basis set.

CARTESIAN COORDINATES (ANGSTROEM)
Re: -0.0447 0.1714 -0.7259
S: -2.5820 -1.2469 -3.0857
P: 0.0908 2.1387 0.6587
O: -2.3425 -2.6072 -3.4280
O: 0.0906 1.1949 -2.5913
O: -3.6957 -0.9421 -2.2318
N: -1.2365 -0.5774 -2.3761
N: 8.8875 -3.8198 -1.8645
N: -0.6036 -0.5799 1.1184
C: -1.0629 -1.9159 1.0809
C: -0.7415 0.1321 2.2763
C: -0.1629 -2.9908 1.2208
C: -2.5231 2.6751 -0.0213
C: -1.5949 0.8027 -4.2636
C: 6.7213 -2.5484 -1.3786
C: 1.3029 -2.7758 1.4316
C: 4.2981 -1.2807 -0.8975
C: -1.1335 -0.4321 3.5031
C: -1.1281 2.5576 5.8381
C: 6.1102 -2.6676 -0.1271
C: -2.6034 -0.1232 -4.4790
C: -0.6240 2.2958 3.3977
C: -2.8927 -3.4684 0.9420
C: -3.4632 -0.0137 -5.5454
C: -2.0168 -4.5452 1.0403
C: 2.5562 2.1167 1.8029
C: 1.8971 -0.2819 -0.5178
C: -0.8471 0.4910 -3.0438
C: -0.7492 3.9831 -1.2500
C: -3.2808 1.0574 -6.4160
C: 6.1374 -1.7681 -2.3815
C: -2.4492 -2.1599 0.9641
C: -1.0040 1.7238 4.6056
C: -0.6608 -4.2815 1.1895
C: -1.4125 1.8762 -5.1245
C: -2.5367 -5.9412 0.9995
C: 7.9228 -3.2431 -1.6433
C: -1.1676 3.3718 0.0840
C: -3.4437 -1.0453 0.8609
C: 3.0284 -0.7118 -0.6997
C: 1.6174 4.4305 1.4151
C: 1.7187 3.0029 0.8871
C: 4.9361 -1.1411 -2.1410
C: -1.2494 0.3484 4.6321
C: -2.2703 1.9879 -6.2091
C: 4.9108 -2.0397 0.1132
C: -0.4757 1.5207 2.2595
H: 1.5067 -1.7930 1.8491
H: 2.4957 1.0805 1.4693
H: -1.5495 -0.1137 5.5603
H: -2.4945 1.8647 -0.7526
H: -0.9700 3.6091 5.6151
H: 3.5945 2.4336 1.7926
H: 6.6297 -1.6742 -3.3376
H: -1.3345 -1.4898 3.5539
H: -3.9517 -3.6571 0.8521
H: 0.1784 4.5448 -1.1685
H: 1.1923 4.4611 2.4134
H: -0.5948 3.2058 -1.9945
H: -3.4487 -6.0309 1.5862
H: -4.2566 -0.7304 -5.6927
H: 2.1854 2.1782 2.8227
H: 1.8234 -2.8528 0.4782
H: -1.2152 4.1464 0.8591
H: 6.5855 -3.2661 0.6360
H: 1.0276 5.0752 0.7696
H: -2.8293 2.2612 0.9377
H: 4.4660 -0.5483 -2.9095
H: -0.4401 3.3585 3.3440
H: -3.2869 3.3799 -0.3441
H: -3.1368 -0.1668 1.4252
H: -2.7811 -6.2114 -0.0275
H: -2.1504 2.8093 -6.9005
H: -3.5804 -0.7699 -0.1864
H: 2.6181 4.8519 1.4796
H: -0.3945 2.2498 6.5816
H: 1.6985 -3.5413 2.0955
H: -2.1127 2.4387 6.2846
H: 4.4223 -2.1357 1.0709
H: -4.4149 -1.3720 1.2252
H: -0.6306 2.5990 -4.9423
H: 0.0264 -5.1067 1.2961
H: -1.7977 -6.6441 1.3723
H: -1.5270 4.6540 -1.6097
H: -3.9379 1.1618 -7.2651
H: 2.1578 3.0106 -0.1180

2S+1 = 2
Total charge = +1
Strongest force on any atom = 3.481 eV/A
Kohn-Sham gap (alpha / beta) = 5.6450 / 6.1491 eV